{"formula": "C26H28BrF20InNO2S2", "method": "ωB97M-V/def2-TZVPD", "symbols": ["C", "N", "C", "In", "C", "C", "C", "Br", "C", "C", "C", "F", "F", "C", "F", "F", "C", "F", "F", "C", "F", "F", "S", "F", "F", "F", "F", "F", "S", "O", "O", "C", "F", "F", "C", "F", "F", "C", "F", "F", "F", "H", "H", "H", "H", "H", "H", "H", "H", "H", "H", "H", "H", "H", "H", "H", "H", "C", "C", "C", "C", "C", "C", "H", "H", "H", "H", "H", "H", "C", "C", "C", "C", "C", "C", "H", "H", "H", "H", "H", "H"], "positions_angstrom": [[-4.28572, -4.88248, 2.35057], [-4.82515, -5.27480, 1.06351], [-3.76046, -5.47626, 0.04850], [-3.69061, -3.55838, -1.04631], [-5.00945, -3.54562, -2.79035], [-4.74769, -4.69803, -3.75335], [-5.60598, -4.79101, -5.02381], [-7.45629, -4.22306, -4.83258], [-4.09461, -1.92452, 0.36009], [-2.92658, -1.39441, 1.21895], [-2.85178, 0.10693, 1.20982], [-3.92716, 0.64306, 1.84439], [-2.86782, 0.61829, -0.04636], [-1.58790, 0.70133, 1.92295], [-1.16138, -0.16788, 2.86863], [-1.89424, 1.84939, 2.54005], [-0.39095, 0.98706, 0.96797], [-0.23614, -0.03668, 0.12817], [-0.67188, 2.09720, 0.27371], [0.96419, 1.14558, 1.76439], [1.38835, -0.06490, 2.10937], [0.75537, 1.86826, 2.86770], [2.40356, 2.01005, 0.83499], [3.29073, 0.70474, 0.82314], [1.80688, 1.61057, -0.57507], [1.56869, 3.36797, 0.83711], [3.06851, 2.42979, 2.21957], [3.57120, 2.78003, 0.09666], [-1.29972, -2.97073, -1.87521], [-1.43181, -1.95914, -2.91593], [-0.35724, -2.72096, -0.78446], [-0.42189, -4.35577, -2.85591], [0.32591, -3.78411, -3.81025], [-1.37925, -5.09928, -3.46362], [0.53178, -5.32989, -2.12072], [0.96997, -6.23267, -3.04113], [1.59538, -4.66342, -1.65957], [-0.04270, -6.18171, -0.95911], [0.86464, -7.10515, -0.60715], [-0.32441, -5.45028, 0.11449], [-1.15495, -6.81759, -1.35186], [-3.61100, -4.03239, 2.20038], [-3.70181, -5.67395, 2.84991], [-5.08445, -4.55587, 3.02414], [-5.34712, -6.13773, 1.16184], [-2.80948, -5.74295, 0.52625], [-4.03660, -6.30987, -0.60276], [-4.92110, -2.58569, -3.31141], [-6.02813, -3.59892, -2.39133], [-3.71762, -4.61559, -4.11930], [-4.81571, -5.65632, -3.22573], [-5.67334, -5.81913, -5.37815], [-5.19713, -4.18106, -5.82851], [-4.87100, -2.34116, 1.00834], [-4.55580, -1.10648, -0.19857], [-1.94639, -1.78392, 0.92578], [-3.06849, -1.65665, 2.27304], [5.95622, 6.04956, 5.49420], [5.22290, 7.07787, 4.91775], [4.22737, 6.78762, 3.99474], [3.96371, 5.46939, 3.64888], [4.69635, 4.44109, 4.22544], [5.69341, 4.73147, 5.14691], [6.73339, 6.27591, 6.21343], [5.42763, 8.10628, 5.18777], [3.65675, 7.58908, 3.54304], [3.18818, 5.24054, 2.92866], [4.49292, 3.41424, 3.95266], [6.26664, 3.92888, 5.59364], [3.44027, 6.31087, -3.15786], [4.40436, 7.27077, -3.43414], [5.56097, 7.33327, -2.66879], [5.75265, 6.43528, -1.62772], [4.78887, 5.47464, -1.35207], [3.63203, 5.41308, -2.11664], [2.53850, 6.26073, -3.75464], [4.25449, 7.96995, -4.24726], [6.31275, 8.08246, -2.88364], [6.65386, 6.48330, -1.02944], [4.93888, 4.77577, -0.54010], [2.88070, 4.66415, -1.90076]], "atomic_forces_ev_per_a": [[0.037, 0.141, 0.007], [-0.043, -0.218, -0.151], [0.258, 0.136, 0.110], [-0.730, -0.335, 0.253], [0.118, 0.104, -0.174], [-0.082, -0.013, 0.012], [0.389, -0.099, -0.102], [-0.204, -0.001, 0.060], [0.168, 0.110, 0.013], [-0.064, -0.154, 0.068], [0.221, 0.053, 0.076], [-0.209, 0.048, 0.153], [-0.019, 0.085, -0.232], [0.150, -0.258, -0.140], [-0.027, -0.116, 0.198], [-0.146, 0.336, 0.111], [0.171, -0.094, -0.040], [0.042, -0.095, -0.057], [0.067, 0.230, 0.007], [-0.138, -0.029, -0.076], [0.020, 0.015, 0.105], [-0.034, 0.054, 0.010], [-0.170, 0.051, -0.182], [0.015, -0.048, -0.021], [-0.004, 0.100, 0.098], [0.020, -0.094, -0.029], [-0.011, -0.078, 0.128], [0.014, -0.001, -0.085], [0.247, -0.049, -0.040], [0.078, 0.076, -0.004], [0.029, 0.141, 0.017], [-0.002, -0.072, 0.254], [0.144, 0.108, -0.187], [-0.140, -0.086, -0.083], [-0.133, -0.126, -0.002], [0.019, 0.002, -0.025], [0.133, 0.059, 0.057], [-0.206, 0.021, 0.047], [-0.086, 0.093, -0.031], [0.057, -0.078, -0.180], [0.202, 0.055, 0.072], [-0.081, -0.076, 0.031], [0.008, 0.047, -0.057], [0.047, -0.070, -0.040], [-0.016, 0.086, 0.122], [-0.094, -0.147, 0.000], [-0.003, 0.117, -0.035], [-0.011, -0.063, 0.040], [0.069, -0.008, -0.054], [-0.063, -0.151, 0.017], [-0.026, 0.090, 0.015], [0.046, 0.084, -0.005], [-0.127, 0.081, 0.111], [0.025, 0.109, -0.041], [0.032, -0.082, 0.012], [-0.067, 0.072, -0.044], [0.091, -0.076, -0.108], [-0.002, 0.004, -0.005], [0.000, -0.003, 0.003], [0.003, 0.004, 0.000], [-0.016, -0.020, -0.026], [0.036, -0.011, 0.008], [-0.003, 0.012, -0.001], [-0.001, -0.001, -0.001], [0.001, -0.001, -0.001], [0.000, -0.002, 0.000], [0.002, -0.001, 0.002], [-0.001, 0.015, 0.014], [-0.005, 0.002, 0.003], [0.002, 0.006, -0.001], [0.002, -0.003, 0.000], [-0.005, 0.001, 0.001], [-0.003, 0.003, -0.004], [0.019, 0.027, 0.013], [-0.012, -0.019, 0.011], [0.001, -0.001, 0.001], [0.000, 0.000, 0.002], [0.000, -0.003, -0.001], [-0.003, 0.000, 0.000], [-0.002, 0.005, 0.000], [0.006, -0.002, 0.000]], "lowdin_charge": [-0.17, -0.22, -0.31, 0.83, -0.32, -0.39, -0.61, 0.58, -0.23, -0.18, -0.45, 0.11, 0.12, -0.35, 0.14, 0.15, -0.38, 0.16, 0.15, -0.41, 0.15, 0.13, 0.78, -0.12, -0.11, -0.14, -0.15, -0.13, 0.66, -0.40, -0.42, -0.51, 0.11, 0.07, -0.38, 0.13, 0.16, -0.54, 0.17, 0.17, 0.17, 0.06, 0.08, 0.07, 0.08, 0.02, 0.04, 0.05, 0.01, 0.09, 0.09, 0.04, 0.05, 0.03, 0.04, 0.09, 0.12, -0.10, -0.10, -0.10, -0.09, -0.09, -0.10, 0.10, 0.10, 0.10, 0.10, 0.09, 0.10, -0.09, -0.10, -0.11, -0.10, -0.09, -0.09, 0.10, 0.10, 0.10, 0.10, 0.09, 0.10], "charge": -1, "orbital_gap_ev": 7.208, "e_homo_ev": -5.16, "total_energy_ev": -184237.0059}